114
Properties=species:S:1:pos:R:3:forces:R:3:mulliken_charge:R:1 method="wB97M-V/def2-TZVPD" charge=+3 max_force_ev_per_a=3.4 energy_ha=-3676.11763 homo_lumo_gap_ev=6.714 homo_ev=-15.29
Hf -0.132 -0.189 -0.644 0.12 -0.20 -0.18 0.260
C -2.138 6.011 0.082 0.80 1.01 0.30 -0.769
C -1.972 5.231 1.238 -1.01 0.42 -1.08 -0.516
C -1.190 4.133 1.056 0.59 -0.69 0.07 -0.972
C -0.489 3.878 -0.137 -0.14 0.20 0.52 0.658
C -0.512 4.767 -1.204 -0.07 0.06 0.43 -0.648
C -1.350 5.859 -1.060 -0.72 0.35 -0.53 -0.693
P 0.396 2.354 0.011 1.28 -0.16 -0.03 3.288
C 1.300 2.092 -1.561 -0.30 -0.74 0.70 -0.533
C 2.666 2.131 -1.781 1.02 0.46 -1.34 -0.802
C 3.126 1.944 -3.124 0.04 0.60 1.57 -0.893
C 2.257 1.583 -4.137 0.23 0.56 0.18 -0.942
C 0.918 1.426 -3.882 -1.40 -0.53 -0.02 -0.829
C 0.449 1.627 -2.586 -1.30 -0.09 -0.11 0.249
C 1.582 2.531 1.388 0.36 0.42 -0.20 -0.308
C 2.232 3.742 1.670 -0.34 -0.15 -0.65 -0.744
C 3.021 3.865 2.796 0.07 0.11 0.73 -0.904
C 3.081 2.821 3.709 -0.16 -1.92 -0.05 -0.935
C 2.416 1.584 3.431 0.76 2.08 -0.24 0.128
C 1.737 1.426 2.234 -1.26 -0.06 0.18 0.990
Si 0.451 0.062 1.952 0.54 0.60 -0.58 -1.483
C 1.113 -1.572 2.443 0.11 -1.04 1.51 1.408
C 0.912 -2.104 3.738 -1.64 1.75 -0.88 -0.220
C 1.580 -3.216 4.151 0.50 -0.16 1.56 -0.798
C 2.562 -3.789 3.377 0.51 0.08 -1.34 -1.086
C 2.766 -3.321 2.080 -0.14 0.24 0.31 -0.894
C 2.031 -2.230 1.617 -0.44 -0.39 0.49 -0.122
P 2.092 -1.590 -0.019 0.76 0.27 -1.71 1.297
C 3.644 -0.550 -0.171 -0.25 -0.54 1.85 1.565
C 4.352 -0.294 -1.312 1.95 1.63 -0.32 -0.443
C 5.485 0.585 -1.221 -1.12 -1.75 0.08 -0.727
C 5.930 1.053 -0.004 0.53 0.36 -1.80 -0.969
C 5.290 0.709 1.150 -0.52 -0.11 0.98 -0.854
C 4.130 -0.051 1.091 0.22 -0.40 -1.68 -0.985
C 2.124 -2.887 -1.335 0.87 0.72 -0.39 1.180
C 2.467 -4.237 -1.333 -0.19 -0.24 0.05 -0.772
C 2.641 -4.969 -2.516 -0.10 0.50 1.70 -0.882
C 2.580 -4.327 -3.723 -0.04 -0.81 -0.80 -0.890
C 2.257 -3.005 -3.790 -0.65 1.81 1.09 -0.882
C 1.998 -2.280 -2.572 0.98 -0.52 -2.11 -0.103
C -1.029 0.723 2.844 -0.63 0.45 0.20 1.421
C -0.969 1.505 3.997 -0.63 0.50 0.40 -0.660
C -2.122 2.125 4.498 -0.04 0.18 0.26 -0.951
C -3.350 1.984 3.842 -0.61 0.15 0.68 -0.970
C -3.435 1.220 2.683 0.05 0.60 0.50 -0.266
C -2.275 0.647 2.206 0.38 -1.02 -0.74 0.102
P -2.373 -0.443 0.743 -0.82 1.47 0.23 1.086
C -3.087 0.641 -0.619 0.20 -0.57 1.20 0.691
C -3.167 2.038 -0.522 -0.94 0.38 -0.53 -0.591
C -3.651 2.712 -1.651 0.51 -0.64 0.42 -0.742
C -3.964 2.058 -2.841 0.16 -0.50 -0.24 -1.144
C -3.890 0.669 -2.943 0.65 -0.06 1.68 -1.023
C -3.474 -0.018 -1.784 0.50 -0.45 -0.74 -0.530
C -3.491 -1.770 1.290 0.21 -0.03 -1.23 1.000
C -4.702 -2.074 0.681 -0.35 -0.55 0.61 -0.328
C -5.405 -3.210 1.179 -1.72 1.81 -2.28 -0.641
C -4.942 -3.935 2.219 0.61 -1.38 0.79 -0.768
C -3.738 -3.565 2.843 -0.52 -0.83 0.10 -0.605
C -2.991 -2.548 2.344 0.83 1.88 0.75 -0.672
H -2.724 6.904 0.085 -0.61 0.27 0.27 0.458
H -2.529 5.380 2.172 0.32 0.16 -0.55 0.493
H -1.117 3.426 1.865 0.16 -0.29 0.28 0.033
H 0.101 4.693 -2.089 0.08 -0.35 -0.05 0.522
H -1.449 6.598 -1.883 0.11 -0.58 0.72 0.429
H 3.414 2.392 -1.008 -0.77 -0.09 -0.39 0.628
H 4.170 2.201 -3.328 -0.33 -0.43 -0.04 0.507
H 2.579 1.535 -5.145 0.49 -0.18 -0.74 0.583
H 0.198 1.195 -4.689 0.58 0.07 0.52 0.544
H -0.678 1.597 -2.421 0.95 0.24 -0.09 0.171
H 2.122 4.601 1.015 -0.09 -0.07 -0.01 0.595
H 3.509 4.809 3.030 -0.01 -0.21 -0.18 0.493
H 3.676 2.846 4.627 -0.32 0.43 -0.31 0.467
H 2.379 0.835 4.189 0.27 -0.63 0.36 0.605
H 0.136 -1.569 4.348 0.97 -0.81 -0.19 0.387
H 1.471 -3.537 5.178 -0.22 -0.25 -0.01 0.480
H 3.214 -4.567 3.729 -0.11 -0.29 0.28 0.477
H 3.526 -3.749 1.454 0.25 -0.25 -0.13 0.656
H 4.177 -0.637 -2.315 -0.56 -0.49 -0.01 0.549
H 6.081 0.721 -2.102 0.08 0.30 -0.33 0.594
H 6.817 1.668 -0.049 0.10 0.02 0.49 0.441
H 5.779 1.040 2.061 -0.57 -0.18 0.27 0.499
H 3.603 -0.366 1.956 -0.07 0.00 0.74 0.406
H 2.589 -4.697 -0.382 0.09 -0.65 0.51 0.526
H 2.850 -6.019 -2.465 0.17 -0.29 0.08 0.521
H 2.789 -4.909 -4.613 -0.07 0.19 -0.12 0.468
H 2.205 -2.525 -4.769 0.03 0.11 0.38 0.509
H 1.938 -1.194 -2.636 -0.41 0.13 -0.13 -0.231
H -0.041 1.695 4.513 0.19 -0.15 0.03 0.505
H -2.080 2.737 5.423 0.07 -0.52 -0.74 0.458
H -4.263 2.432 4.294 0.81 -0.29 -0.53 0.445
H -4.367 1.110 2.145 -0.13 -0.05 0.09 0.571
H -3.003 2.653 0.380 0.15 -0.85 -0.50 0.381
H -3.727 3.772 -1.576 -0.16 0.67 -0.15 0.566
H -4.222 2.622 -3.718 -0.25 0.29 -0.13 0.468
H -4.062 0.091 -3.834 -0.32 0.22 -0.29 0.529
H -3.328 -1.109 -1.776 -0.42 0.49 -0.27 0.518
H -5.173 -1.437 -0.080 0.41 -0.39 0.25 0.500
H -6.410 -3.401 0.703 1.31 -0.08 0.67 0.393
H -5.466 -4.857 2.507 0.17 0.67 0.18 0.410
H -3.406 -4.077 3.724 0.09 -0.30 0.22 0.528
H -2.123 -2.124 2.920 -0.64 -0.88 -0.69 0.132
C -2.271 -3.755 -2.202 -0.83 0.39 0.39 -0.234
C -2.143 -3.006 -3.545 1.23 0.46 0.29 -1.081
C -1.152 -1.824 -3.255 -1.36 0.35 1.05 -0.411
O -0.901 -1.906 -1.764 0.46 -0.64 -1.10 0.419
C -1.049 -3.351 -1.439 0.79 0.00 1.04 -0.358
H -2.296 -4.831 -2.337 -0.17 -0.11 0.03 0.622
H -3.202 -3.417 -1.647 1.05 -0.51 -0.67 -0.019
H -3.126 -2.702 -3.852 -0.24 0.48 -0.33 0.322
H -1.694 -3.581 -4.350 -0.15 -0.38 0.10 0.421
H -1.626 -0.841 -3.336 0.12 -0.14 -0.42 0.152
H -0.192 -1.833 -3.766 -0.11 -0.35 0.01 0.618
H -1.120 -3.368 -0.339 -0.21 -0.17 -0.32 0.283
H -0.130 -3.930 -1.715 -0.74 0.82 -0.10 0.222